Record 1
C16H15F4N2O | ωB97M-V with the def2-TZVPD basis set

The net charge is +1. Its total energy is -1202.54057 Ha. Its frontier orbital gap is 5.12 eV.

XYZ file:
```
38
Properties=species:S:1:pos:R:3:forces:R:3
C 0.81274 -0.03373 -2.17060 0.538 0.589 0.196
N -0.42981 -0.74855 -1.98574 -0.533 0.479 -0.174
C -0.51237 -2.18812 -1.90304 -0.403 -0.349 0.512
N -1.56901 -0.11708 -2.49297 0.013 0.153 -0.119
C -1.86999 -0.14153 -3.85137 0.941 -0.714 -0.800
O -1.26892 -0.82262 -4.66579 -0.764 0.790 1.174
H 1.66666 -0.68987 -2.40286 -0.443 0.133 0.040
H 0.72640 0.73876 -2.95202 0.010 -0.491 0.103
H 1.02122 0.50349 -1.22625 0.436 -0.031 -0.460
H 0.41217 -2.71345 -2.18482 -0.272 0.419 -0.025
H -0.74921 -2.43480 -0.85028 0.173 -0.417 -0.265
H -1.35072 -2.56721 -2.49739 0.349 0.103 -0.063
H -1.88399 0.69918 -1.97062 0.021 -0.343 -0.146
H -2.72905 0.50750 -4.11365 0.176 -0.151 0.170
F 1.09697 4.51395 1.60319 -1.345 -1.194 -0.685
C 0.11030 3.63125 1.21159 1.159 0.464 0.849
C -1.11156 4.14633 0.79458 0.120 -0.740 0.276
C -2.10056 3.19543 0.53502 -1.325 0.662 0.115
F -3.35812 3.67339 0.23101 1.640 -0.803 0.296
C -1.90380 1.83082 0.65008 0.332 -0.527 -0.616
C -0.60839 1.30401 0.97982 -0.309 1.321 -0.082
C -0.41121 -0.11390 0.90863 -0.364 -0.305 0.501
C 0.59355 -0.92980 1.52714 0.713 -0.784 0.396
C 0.34040 -2.33498 1.68416 -0.138 0.198 -0.880
C 1.34572 -3.19087 2.09879 -0.190 -1.338 0.632
F 1.07243 -4.53459 2.24692 0.229 1.827 -0.356
C 2.62322 -2.76497 2.47102 -0.689 0.505 -0.033
C 2.82122 -1.38921 2.43405 0.795 1.116 0.675
F 4.00941 -0.88325 2.92254 -1.561 -0.737 -0.811
C 1.85701 -0.47692 2.01804 -0.022 -0.095 -0.376
C 0.37569 2.27262 1.34683 -0.105 -0.249 -0.397
H -1.29641 5.21486 0.77893 -0.033 -0.142 -0.157
H -2.73477 1.14425 0.47653 0.174 0.283 -0.062
H -1.17486 -0.66708 0.32198 0.331 0.372 0.811
H -0.64579 -2.73513 1.44413 0.355 -0.009 0.040
H 3.37902 -3.43367 2.86789 -0.100 -0.012 -0.177
H 2.09249 0.57857 2.02582 0.347 -0.548 0.086
H 1.35192 1.95692 1.68869 -0.258 0.565 -0.185
```
Forces are in eV/Å.


Record 2
C35H41CsF5N6O4PS2Te | ωB97M-V with the def2-TZVPD basis set

The net charge is -2. Its total energy is -3913.19172 Ha. Its frontier orbital gap is 5.31 eV. Its energy above the lowest of the compared OMol25 structures with the same formula, charge and spin is 93.7 kJ/mol.

XYZ file:
```
96
Properties=species:S:1:pos:R:3:forces:R:3
Cs -0.95256 -1.05239 -0.76474 -0.339 0.405 -0.352
O -0.60395 4.40299 0.41355 0.409 0.016 -0.777
N -0.70368 3.61497 1.51514 0.032 -0.144 0.229
C -0.74288 4.29099 2.58915 0.062 -0.031 -0.014
C -0.75909 3.64875 3.91913 -0.029 -0.026 0.083
C -1.42438 4.33557 4.94052 0.010 0.014 -0.007
C -1.48732 3.83289 6.22633 0.008 0.008 0.008
C -0.87436 2.62059 6.51860 -0.006 0.004 -0.005
C -0.19874 1.94154 5.51952 -0.022 -0.036 -0.014
C -0.11102 2.43588 4.21739 -0.005 0.127 -0.042
P 0.78653 1.53068 2.86388 -0.052 -0.242 -0.066
C -0.16673 -0.04079 3.10136 -0.003 0.042 0.099
C -1.46124 -0.09405 2.57523 0.045 0.158 0.181
C -2.33606 -1.10495 2.94208 0.070 0.017 -0.086
C -1.90725 -2.14097 3.75996 0.031 -0.026 -0.021
C -0.60013 -2.14428 4.22100 -0.011 0.015 0.006
C 0.25445 -1.09125 3.91410 -0.007 0.000 -0.021
C 2.37088 1.06853 3.66467 0.083 0.087 0.018
C 2.92249 1.67318 4.79130 -0.029 -0.012 0.019
C 4.21187 1.36070 5.20912 0.016 -0.011 0.006
C 4.97301 0.44160 4.50437 -0.013 0.005 0.000
C 4.44196 -0.15134 3.36341 0.001 -0.010 0.018
C 3.16236 0.16626 2.94132 -0.013 -0.008 -0.028
H -0.25315 3.81839 -0.31410 -0.612 -0.020 0.336
H -0.72174 5.38164 2.54644 -0.013 0.006 0.004
H -1.90647 5.27795 4.70454 -0.008 -0.003 0.001
H -2.01778 4.37923 6.99718 -0.006 -0.004 -0.004
H -0.92891 2.20464 7.51763 0.005 0.003 -0.002
H 0.26894 0.98951 5.74543 -0.005 0.017 0.000
H -1.80418 0.68810 1.90577 0.024 0.113 0.066
H -3.35127 -1.08745 2.57948 0.007 -0.030 -0.039
H -2.58881 -2.94392 4.00989 0.001 -0.001 -0.006
H -0.24439 -2.95519 4.84706 0.001 -0.004 -0.006
H 1.25372 -1.08515 4.33074 0.020 -0.006 -0.009
H 2.34539 2.39961 5.35104 0.023 -0.010 -0.012
H 4.62060 1.84293 6.08990 0.000 0.000 0.000
H 5.97751 0.19874 4.82997 0.001 0.003 -0.001
H 5.03537 -0.85186 2.78791 -0.003 0.002 0.002
H 2.76450 -0.26133 2.02548 -0.026 -0.001 -0.006
O 1.18610 0.44184 0.18140 0.406 0.103 0.277
C 1.86554 0.13881 -0.82217 0.066 -0.023 -0.013
O 2.04797 -1.04629 -1.22199 0.207 -0.025 -0.082
C 2.49974 1.26794 -1.60203 0.006 -0.019 -0.013
C 3.88789 1.31520 -1.64647 -0.017 0.009 0.010
C 4.56270 2.34751 -2.28300 0.034 -0.007 0.003
C 3.81728 3.34195 -2.90365 -0.021 0.017 0.006
C 2.43291 3.28770 -2.88733 0.072 0.029 -0.003
C 1.72633 2.25731 -2.24494 -0.102 -0.048 -0.091
S -0.03089 2.21809 -2.35498 0.094 0.194 0.269
H 4.44355 0.51678 -1.16550 0.004 -0.005 -0.002
H 5.64644 2.37274 -2.29659 0.002 -0.001 -0.001
H 4.31541 4.16257 -3.41049 0.002 0.001 -0.003
H 1.85308 4.05578 -3.38572 -0.004 -0.001 -0.007
C -3.49123 0.66710 -2.96955 0.065 0.034 -0.033
N -3.05590 0.67762 -4.35689 0.012 -0.019 0.012
C -4.10246 0.35454 -5.30680 0.005 0.015 0.002
C -1.83693 0.00930 -4.58829 0.048 0.058 0.025
N -1.44858 -0.90492 -3.79379 -0.038 -0.067 -0.053
N -1.17921 0.43054 -5.74328 -0.006 -0.007 0.001
C -1.13770 1.86381 -6.01529 0.002 0.007 0.003
C 0.09091 -0.21858 -6.00988 -0.001 0.002 -0.003
H -4.35758 1.32524 -2.87617 -0.003 0.000 -0.011
H -2.68059 1.07958 -2.36994 -0.039 -0.012 0.099
H -3.75881 -0.32679 -2.59500 -0.010 -0.007 -0.080
H -4.52123 -0.64828 -5.13387 -0.002 -0.002 -0.002
H -3.70565 0.39430 -6.32079 -0.003 -0.001 -0.001
H -4.91228 1.08292 -5.21931 -0.002 0.000 0.001
H -0.50823 -1.22705 -4.00736 0.002 -0.042 0.026
H -2.08783 2.31806 -5.75282 0.000 0.003 -0.008
H -0.94353 2.01699 -7.08040 0.002 -0.006 -0.003
H -0.35643 2.35369 -5.42303 -0.009 0.001 0.011
H 0.85529 0.05424 -5.27011 -0.002 0.001 0.000
H 0.43727 0.09064 -6.99714 -0.001 -0.001 -0.001
H -0.02244 -1.30239 -6.00824 -0.001 -0.001 -0.001
S 1.06495 -3.76232 -4.35426 -0.002 -0.001 -0.004
C 1.22177 -4.17866 -2.72514 0.005 0.005 0.004
N 0.35818 -5.05133 -2.15540 -0.001 -0.007 0.000
C 0.11122 -5.17665 -0.71639 -0.011 -0.001 0.011
C 0.91461 -4.14344 0.04838 0.120 0.024 -0.160
C 2.30950 -4.04964 -0.54407 -0.003 -0.004 -0.005
N 2.20857 -3.69727 -1.95250 -0.005 -0.013 -0.004
H -0.38177 -5.32364 -2.78088 -0.005 0.004 0.001
H 0.39005 -6.18434 -0.38925 0.000 -0.001 0.000
H -0.95506 -5.03401 -0.53066 -0.002 -0.002 -0.001
H 0.92279 -4.37859 1.11229 0.017 0.011 0.003
H 0.48865 -3.15578 -0.08784 -0.097 -0.072 0.220
H 2.84734 -4.99971 -0.43872 0.001 -0.001 0.001
H 2.88250 -3.26134 -0.06133 -0.007 0.005 -0.003
H 2.52351 -2.76231 -2.19548 0.001 0.003 0.000
F -5.14049 -4.48606 -0.15352 0.023 -0.026 0.038
Te -4.39205 -2.77893 0.09519 -0.096 -0.081 -0.101
F -4.72821 -2.45247 -1.72012 0.054 0.003 -0.027
F -6.17344 -2.22824 0.30432 -0.008 -0.017 -0.023
F -4.03831 -0.92708 0.30753 -0.118 -0.134 0.081
F -4.53315 -3.05560 1.95596 0.018 0.081 0.013
O -2.67550 -3.22201 -0.03739 -0.299 -0.378 0.063
```
Forces are in eV/Å.


Record 3
C5H12N2O | ωB97M-V with the def2-TZVPD basis set

Its total energy is -382.39513 Ha. Its frontier orbital gap is 9.50 eV. Its energy above the lowest of the compared OMol25 structures with the same formula, charge and spin is 282.0 kJ/mol.

XYZ file:
```
20
Properties=species:S:1:pos:R:3:forces:R:3
C 1.19312 -0.74740 0.83579 -2.325 1.708 0.388
N 1.95234 -0.53504 -0.33567 0.599 0.304 -0.873
C 0.39725 0.57518 1.42249 2.920 -1.853 1.302
C 1.00659 1.75351 1.45788 -0.504 0.210 -0.165
H 1.39761 -0.01098 -1.02707 0.496 -0.334 0.361
H 2.80625 -0.02294 -0.14446 -0.093 -0.027 -0.068
H 1.81674 -1.12143 1.65207 -0.263 0.015 -0.047
H 0.36199 -1.42154 0.61155 0.364 -0.410 0.184
H -0.31504 0.31295 2.19873 -0.271 0.108 -0.051
H 1.72685 2.04040 0.70551 0.359 -0.165 0.037
H 0.72922 2.52424 2.16173 -0.267 0.188 -0.064
C -1.61405 -1.31331 -1.59662 0.318 -0.079 0.004
N -1.64287 -0.40444 -0.46435 0.212 0.616 0.101
C -0.94886 0.79039 -0.51862 -1.619 0.228 -2.581
O -0.11166 1.02671 -1.39445 -0.656 -0.217 1.005
H -2.48780 -0.41263 0.08705 0.161 0.150 0.032
H -1.47960 1.60513 0.00686 0.589 -0.338 0.398
H -1.94608 -2.29975 -1.28053 0.030 -0.023 -0.006
H -0.59073 -1.37838 -1.96438 -0.098 -0.080 0.002
H -2.25127 -0.96067 -2.41351 0.046 0.000 0.040
```
Forces are in eV/Å.


Record 4
C19H15BBiCl2F4N2O4 | ωB97M-V with the def2-TZVPD basis set

The net charge is +1. Its total energy is -2702.80747 Ha. Its frontier orbital gap is 6.90 eV.

XYZ file:
```
48
Properties=species:S:1:pos:R:3:forces:R:3
Bi 1.20306 1.05047 -0.93321 -0.368 0.385 0.031
Cl -2.95544 4.34619 -6.24105 -0.131 0.008 -0.517
C -1.86436 3.91840 -4.99458 0.635 -0.379 -0.147
C -1.70089 4.83314 -3.94792 0.894 -1.005 1.024
C -0.91752 4.47899 -2.86257 -0.064 0.419 -1.365
Cl -0.54344 5.63356 -1.66194 -0.165 0.078 0.428
C -0.36847 3.17643 -2.75460 -1.278 -0.928 -0.402
O -0.13292 2.77170 -1.55867 1.495 -1.000 0.701
C -0.38649 2.30589 -3.92524 0.066 1.008 0.845
C 0.16937 1.01088 -3.98079 0.621 -0.329 1.329
O 0.76957 0.36954 -3.04285 -0.611 0.801 -0.855
C -1.10805 2.76924 -5.04665 -0.521 0.865 0.280
H -2.17389 5.78745 -3.96278 -0.294 0.517 -0.094
H 0.10945 0.44716 -4.90340 -0.208 0.048 -0.407
H -1.05581 2.21854 -5.94502 -0.254 -0.690 -0.857
O 0.98857 -5.13720 2.78999 -0.387 -0.365 0.045
C 1.60596 -5.30406 1.52815 0.082 0.091 0.076
C 1.57868 -3.92836 0.86877 0.675 0.082 -0.471
C 2.60540 -3.57828 -0.05701 -1.610 -0.839 0.462
C 2.45845 -2.37406 -0.72280 0.106 1.185 -0.616
N 1.50190 -1.44666 -0.44255 -1.187 -1.664 0.982
C 0.55376 -1.79351 0.51007 1.905 0.662 -0.617
C 0.58305 -2.98656 1.21160 1.205 -0.953 -0.926
C -0.38109 -0.74934 0.95426 -1.274 -0.005 1.199
C -0.88313 -0.87610 2.25037 0.352 -0.259 0.493
C -1.82167 0.02546 2.72609 -0.584 0.438 -0.299
C -2.39114 -0.17180 4.11515 0.762 0.616 0.809
O -2.06404 -1.48492 4.54219 -0.847 -0.566 0.652
C -2.24191 1.09096 1.89477 1.442 -1.008 -0.541
C -1.59789 1.23775 0.66013 -0.973 -0.712 0.831
N -0.78145 0.28106 0.17160 1.826 0.409 0.026
H 0.59750 -5.95455 3.12316 0.216 0.066 -0.212
H 1.17376 -6.12584 0.89737 -0.096 0.945 0.374
H 2.64748 -5.59926 1.66589 0.188 0.075 0.004
H 3.38007 -4.33423 -0.30189 -0.501 0.895 0.073
H 3.13029 -2.09998 -1.55676 -0.264 -0.122 0.714
H -0.08687 -3.22745 2.02386 -0.102 -0.074 -0.372
H -0.52603 -1.65936 2.96208 -0.425 0.937 -0.948
H -3.47753 0.02087 4.06855 0.416 -0.023 0.266
H -1.85552 0.56812 4.81649 -1.036 -0.706 -0.978
H -2.65740 -1.83964 5.25227 0.702 0.891 -0.982
H -3.00188 1.78038 2.18740 -0.242 0.421 0.229
H -1.81037 2.07620 0.01563 0.102 0.057 -0.129
F 3.32346 0.82662 0.55941 0.096 0.266 0.233
B 2.82830 1.67566 1.60549 -0.245 0.931 0.150
F 1.83506 2.58820 0.82000 0.580 -0.472 0.072
F 1.95630 0.94732 2.38860 0.321 -0.123 0.129
F 3.78575 2.43500 2.23293 -1.019 -0.873 -0.725
```
Forces are in eV/Å.


Record 5
C35H35AlClINO3S | ωB97M-V with the def2-TZVPD basis set

The net charge is +1. Its total energy is -3033.57473 Ha. Its frontier orbital gap is 5.89 eV.

XYZ file:
```
78
Properties=species:S:1:pos:R:3:forces:R:3
Al -1.28548 -0.45367 -0.07357 1.907 -0.539 -1.688
Cl -7.28509 -0.28952 -2.83453 0.051 0.160 -0.056
C -5.90964 -0.56759 -1.82460 -0.965 -1.851 0.747
C -5.90906 -1.73380 -1.04880 1.125 1.608 0.044
C -4.78654 -2.01688 -0.22651 -0.261 0.148 0.081
I -5.00299 -3.72809 1.00458 0.458 0.637 -0.414
C -3.66687 -1.18291 -0.21404 -0.346 -1.521 0.400
O -2.51226 -1.54595 0.41372 -1.729 0.812 0.259
C -3.70431 0.00001 -1.00563 -0.724 -0.810 -0.473
N -2.55521 0.71538 -1.02331 1.018 1.538 -0.654
C -2.40259 1.72571 -1.90850 -2.140 -0.058 -0.493
C -3.40668 2.00475 -2.90262 -0.694 -1.857 1.223
C -4.62621 1.28529 -2.87445 2.469 0.408 2.120
C -4.81773 0.30067 -1.84037 0.940 0.618 -1.212
H -6.73161 -2.42264 -1.01987 -0.316 0.032 -0.254
H -1.62620 2.48125 -1.83414 0.590 -0.791 0.164
H -3.19533 2.68968 -3.70119 0.015 0.402 0.029
H -5.40631 1.51269 -3.54402 -0.732 0.054 -0.804
O -0.22924 0.44317 1.03568 -1.268 0.473 2.046
S -0.96596 1.11005 2.36011 1.681 -0.173 -3.001
C -1.17399 2.83783 1.65657 -1.067 0.781 0.864
C 0.03953 3.75898 1.64875 1.100 0.226 0.986
C 0.53808 4.28081 2.88540 0.129 -0.335 -2.072
C 1.74694 4.98500 2.94439 -1.341 -0.666 -0.060
C 2.44618 5.23388 1.79230 -0.334 -0.388 -0.538
C 2.00102 4.72617 0.57216 0.468 0.927 0.252
C 0.81839 4.04005 0.48712 -1.268 -0.449 0.724
C 0.34897 1.13541 3.61827 1.614 0.920 0.186
C 1.74124 0.55854 3.30714 0.200 2.644 -0.596
C 2.88777 1.34262 2.98164 -0.577 -0.919 -0.653
C 4.08344 0.64887 2.60768 -1.125 2.420 0.711
C 4.09984 -0.70795 2.54833 0.292 -0.631 0.049
C 3.00040 -1.40720 3.01928 1.094 -1.401 0.253
C 1.87412 -0.78053 3.44765 -0.209 -0.735 -0.573
H -2.06745 3.13258 2.31488 1.382 0.302 -0.873
H -1.58553 2.71230 0.62771 0.322 -0.380 0.830
H -0.05302 4.17527 3.75892 -0.404 -0.145 0.801
H 2.06846 5.30029 3.90699 0.340 0.541 0.504
H 3.27128 5.89757 1.79048 0.923 0.259 0.156
H 2.57449 4.99431 -0.31382 -0.301 -0.218 0.047
H 0.43238 3.86617 -0.50090 -0.139 -0.652 -0.235
H -0.04460 0.49770 4.39182 -0.498 0.148 0.452
H 0.48200 2.19316 3.93675 -0.486 -0.775 -0.049
H 2.78074 2.43678 2.90393 0.317 -0.633 0.143
H 5.00430 1.20892 2.44997 -0.338 0.008 -0.300
H 5.00920 -1.17383 2.17663 -0.282 -0.301 0.256
H 3.06080 -2.47506 3.18138 0.051 -0.117 -0.395
H 1.04779 -1.35724 3.77912 -0.615 -0.562 0.368
C -1.50116 -3.52215 -2.41323 -0.211 1.199 -1.948
C -0.43636 -4.21791 -1.60558 -0.184 -0.578 0.849
C -1.11373 -4.90313 -0.39840 0.016 -0.188 1.797
C 0.69109 -3.34174 -1.13010 1.969 1.103 -0.721
C 1.86836 -3.91561 -0.61340 -1.003 0.564 0.196
C 3.03940 -3.21681 -0.40961 0.702 -0.131 0.192
C 3.16987 -1.94984 -0.93669 -0.768 0.445 -1.125
C 2.05668 -1.30270 -1.49164 -0.807 -1.618 0.989
C 2.27696 -0.01712 -2.18661 -0.454 0.716 -0.634
C 2.94266 1.01761 -1.31871 0.427 0.515 1.899
C 1.02500 0.53844 -2.86789 0.217 0.335 -0.644
C 0.77361 -1.93847 -1.37149 1.874 -1.125 0.946
O -0.34540 -1.23463 -1.30035 -1.604 1.506 0.058
H -2.33174 -3.15624 -1.79128 0.095 -0.412 -0.292
H -1.82206 -4.17537 -3.24871 -0.413 0.076 0.794
H -1.15850 -2.61241 -2.97114 0.073 -0.763 0.556
H 0.04389 -4.99160 -2.23975 -0.260 0.423 0.303
H -2.22101 -4.84413 -0.40731 0.633 -0.058 -0.207
H -0.78041 -4.37563 0.54640 -0.508 -0.469 -0.905
H -0.84902 -5.96205 -0.20992 -0.017 0.466 -0.435
H 1.77867 -4.89900 -0.22253 0.115 -0.984 0.008
H 3.88256 -3.67551 0.10466 -0.181 -0.077 -0.204
H 4.11273 -1.42374 -1.07266 0.073 -0.392 0.434
H 3.03585 -0.19942 -2.94875 -0.120 -0.288 -0.344
H 2.26547 1.56222 -0.59037 0.501 -0.922 -0.565
H 3.35680 1.79638 -1.93667 0.341 0.374 -0.306
H 3.79119 0.53161 -0.74119 -1.042 0.870 -0.549
H 0.28369 0.73677 -2.11838 -0.229 0.616 0.380
H 0.49654 -0.15362 -3.53493 0.509 -0.064 -0.036
H 1.26089 1.45679 -3.43224 -0.071 -0.293 0.213
```
Forces are in eV/Å.